C31H9F18GeN2PtS | ωB97M-V/def2-TZVPD

```
63
Properties=species:S:1:pos:R:3:mulliken_charge:R:1
Pt -1.1235 -0.5741 1.7872 0.296
C -2.1033 -1.7979 7.5299 -0.341
C -3.0765 -2.4585 6.7943 -0.727
C -3.0678 -2.4070 5.4198 -0.173
C -2.0732 -1.6928 4.7187 0.345
C -1.1161 -1.0097 5.4778 -0.008
C -1.1325 -1.0717 6.8568 -0.791
N -2.0960 -1.6989 3.3350 0.138
N -2.9956 -2.5273 2.8574 -0.351
C -3.1493 -2.5768 1.5391 0.348
C -4.1660 -3.3795 0.9823 -0.456
C -4.3414 -3.4458 -0.3802 -0.610
C -3.5179 -2.7165 -1.2272 -0.546
C -2.5188 -1.9088 -0.6903 -0.060
C -2.3201 -1.8154 0.6646 -0.199
H -2.1056 -1.8473 8.6102 0.368
H -3.8479 -3.0280 7.2969 0.338
H -3.8329 -2.9117 4.8511 0.424
H -0.3543 -0.4289 4.9964 0.221
H -0.3717 -0.5497 7.4209 0.374
H -4.8011 -3.9276 1.6631 0.416
H -5.1264 -4.0657 -0.7953 0.321
H -3.6404 -2.7670 -2.2990 0.456
H -1.9039 -1.3430 -1.3643 0.237
F 0.0686 3.5732 -3.2557 -0.299
C -0.4318 2.4168 -3.7255 0.722
C -0.0952 1.2393 -3.0895 -0.567
C -0.6567 0.0752 -3.5861 0.117
F -0.3420 -1.0708 -2.9636 -0.502
C -1.5006 0.0521 -4.6836 0.083
F -2.0335 -1.0902 -5.1354 -0.326
C -1.7986 1.2544 -5.3188 0.576
F -2.6123 1.2662 -6.3820 -0.315
C -1.2676 2.4455 -4.8364 0.137
F -1.5726 3.6003 -5.4457 -0.308
Ge 0.9194 1.0826 -1.3467 1.117
S -0.8312 0.8991 -0.0781 -0.483
C 1.9940 2.7996 -1.2982 0.014
C 2.9548 3.0314 -2.2660 0.485
F 3.1193 2.1271 -3.2484 -0.349
C 3.7434 4.1735 -2.2750 0.065
F 4.6987 4.3489 -3.2000 -0.316
C 3.5299 5.1488 -1.3081 0.641
F 4.2650 6.2676 -1.3067 -0.310
C 2.5399 4.9638 -0.3504 0.081
F 2.3123 5.9277 0.5498 -0.313
C 1.8008 3.7847 -0.3465 0.048
F 0.8630 3.6104 0.5806 -0.294
C 2.4557 -0.1820 -1.8313 -0.809
C 2.6927 -0.7665 -3.0655 0.819
F 1.8963 -0.5172 -4.1101 -0.284
C 3.7964 -1.5785 -3.2958 0.064
F 3.9867 -2.1324 -4.5010 -0.313
C 4.7198 -1.8033 -2.2833 0.693
F 5.7860 -2.5830 -2.5001 -0.311
C 4.5376 -1.1837 -1.0511 -0.148
F 5.4515 -1.3449 -0.0863 -0.302
C 3.4148 -0.3917 -0.8556 0.456
F 3.2685 0.2574 0.3043 -0.254
F -0.0223 1.3281 3.4804 -0.251
C 0.4792 0.3409 2.6833 0.309
F 1.3753 0.9885 1.8855 -0.165
F 1.2770 -0.4093 3.4976 -0.231
```

The calculation puts the frontier orbital gap (spin up / spin down) at 6.3 / 6.3 eV. The HOMO energy (spin up / spin down) comes out at -5.250 / -5.250 eV. Its charge is -1. The lowest unoccupied orbital energy (spin up / spin down) comes out at 1.069 / 1.069 eV.

=====

C32H14B6FeN2O48 | ωB97M-V/def2-TZVPD

```
103
Properties=species:S:1:pos:R:3:mulliken_charge:R:1
Fe -0.0282 0.2791 -0.0765 2.542
O 6.6076 -0.1232 -4.6012 -0.578
C 6.1247 -0.4412 -3.5667 0.468
O 4.9375 -1.1216 -3.4013 -0.577
B 4.7591 -1.3519 -1.9828 1.396
O 5.9422 -0.8688 -1.2719 -0.537
C 6.7844 -0.2566 -2.1468 0.683
O 7.8715 0.3236 -1.8680 -0.622
O 4.4639 -2.7002 -1.5448 -0.540
C 3.2237 -2.6935 -1.0846 0.422
O 2.6140 -3.7266 -0.7171 -0.661
C 2.6956 -1.2443 -1.1970 -0.022
O 3.5827 -0.4706 -1.6878 -0.391
O 1.4950 -0.9153 -0.8935 -0.340
O -1.1441 0.5052 1.7264 -0.296
C -2.0744 0.2989 2.5509 -0.042
O -2.5502 -0.8262 3.0341 -0.144
B -3.6831 -0.5933 3.8881 1.138
O -3.7962 0.8378 3.9996 -0.531
C -2.9775 1.3591 3.1113 0.088
O -2.9789 2.5247 2.8233 -0.573
O -4.8400 -1.2425 3.2454 -0.412
C -5.4002 -2.0570 4.2269 0.532
O -6.4177 -2.7595 4.1508 -0.604
C -4.5222 -1.9128 5.4954 0.566
O -3.4880 -1.2508 5.2264 -0.531
O -4.7475 -2.4563 6.5789 -0.686
O -2.4874 4.5263 1.0174 -0.604
C -2.6862 4.1578 -0.1719 0.286
O -3.3216 4.7452 -1.1629 -0.481
B -2.9068 4.2635 -2.4727 0.935
O -2.1718 3.0270 -2.1515 -0.131
C -1.9300 2.9430 -0.8675 0.136
O -1.2358 2.0697 -0.3512 -0.375
O -2.0249 5.3027 -3.0531 -0.493
C -2.6076 5.7756 -4.2700 0.506
O -2.2477 6.6167 -5.0397 -0.563
C -4.0026 4.9953 -4.3881 0.611
O -4.0491 4.1522 -3.3737 -0.508
O -4.9432 5.2793 -5.1626 -0.651
O 7.1808 4.1336 1.6976 -0.588
C 6.4260 3.8442 0.8309 0.571
O 5.1069 4.0020 0.8635 -0.586
B 4.5140 3.4538 -0.3448 1.103
O 5.6183 3.0097 -1.1363 -0.590
C 6.7510 3.2335 -0.5376 0.627
O 7.8828 2.9672 -0.9432 -0.656
O 3.6974 4.4314 -1.1770 -0.482
C 2.4426 3.9364 -1.2747 0.197
O 1.4500 4.3412 -1.8036 -0.520
C 2.4683 2.4974 -0.6587 0.162
O 3.5896 2.3499 -0.0230 -0.342
O 1.4999 1.7157 -0.5706 0.214
O 2.9073 -2.3428 2.2000 -0.633
C 3.1642 -1.1917 2.6583 0.488
O 3.9820 -0.8609 3.6792 -0.574
B 4.0483 0.6158 3.8017 1.192
O 2.9084 1.0016 2.9950 -0.654
C 2.3994 0.0902 2.3070 0.799
O 1.5110 0.1611 1.4331 -0.180
O 3.8958 1.0574 5.2252 -0.520
C 4.9307 1.8672 5.5006 0.528
O 5.0914 2.4047 6.5915 -0.644
C 5.7878 2.1297 4.2222 0.573
O 5.2756 1.3174 3.2526 -0.222
O 6.6445 2.9622 4.1333 -0.546
O -7.2551 -3.8467 1.2839 -0.632
C -6.2831 -3.6674 0.5244 0.716
O -5.6515 -2.5273 0.2812 -0.483
B -4.6654 -2.7174 -0.8207 1.316
O -4.7763 -4.1635 -1.2004 -0.469
C -5.6098 -4.7620 -0.3155 0.464
O -5.9154 -5.9658 -0.1438 -0.638
O -3.3525 -2.2990 -0.2912 -0.571
C -3.0057 -1.2131 -0.8451 0.373
O -1.9371 -0.6129 -0.5674 0.143
C -4.0143 -0.8873 -1.9288 0.038
O -4.9071 -1.8887 -1.9515 -0.582
O -3.9444 0.1619 -2.5806 -0.550
C -1.1993 -6.1880 3.6421 -1.390
C -1.2937 -5.0031 2.6382 -0.303
C -0.5772 -3.6966 3.0762 -0.397
C -0.3910 -2.8098 1.9283 0.179
N -0.2860 -2.0821 1.0162 0.024
H -1.9867 -6.8975 3.3877 0.370
H -1.4353 -5.7546 4.6140 0.340
H -0.2092 -6.6426 3.6084 0.345
H -2.3581 -4.7718 2.5963 0.184
H -0.9019 -5.4060 1.7042 0.442
H 0.3901 -3.7537 3.5754 0.435
H -1.3375 -3.2860 3.7406 0.098
C -0.5726 -0.6134 -6.1785 -1.208
C -1.8921 0.0241 -5.6417 -0.584
C -1.5584 1.0781 -4.5981 -0.342
C -0.7925 0.7220 -3.4276 0.489
N -0.1749 0.4819 -2.4567 -0.155
H 0.1211 -1.0656 -5.4697 0.341
H 0.0030 0.1412 -6.7145 0.298
H -0.9478 -1.3470 -6.8920 0.382
H -2.5427 -0.7384 -5.2132 0.263
H -2.3761 0.3963 -6.5445 0.374
H -2.4087 1.6551 -4.2346 0.041
H -0.9677 1.8489 -5.0933 0.516
```

The calculation puts the frontier orbital gap (spin up / spin down) at 8.5 / 5.5 eV. The HOMO energy (spin up / spin down) comes out at -4.304 / -4.304 eV. Its charge is -3. Its spin multiplicity is 6. The lowest unoccupied orbital energy (spin up / spin down) comes out at 4.182 / 1.153 eV. Its expectation value of S² is 8.76.

=====

Results for energy above the lowest of the compared OMol25 structures with the same formula, charge and spin: 188.2; 279.7 (in kJ/mol, following the order of the records).
Results for DFT total energy: -154785.337; -173150.032 (in eV, following the order of the records).